No. 1
A molecular structure, C30H41AsN5O4Pd in a non-equilibrium geometry. Source: OMol25; level of theory: wB97M-V/def2-TZVPD.

Energy, eV: -111705.5713
2S+1: 5
Expectation value of S²: 6.081
Orbital gap (alpha / beta), Eh: 0.2694 / 0.1920
Maximum force, hartree/bohr: 0.0270
Energy above the lowest of the compared OMol25 structures with the same formula, charge and spin, kcal per mole: 0.0
Net charge: +3
E_HOMO (alpha / beta), Ha: -0.575 / -0.575

The geometry in XYZ format:
```
82
C30H41AsN5O4Pd (wB97M-V/def2-TZVPD)
Pd 1.170 0.209 -0.609
N 3.183 -0.122 -0.474
C 3.734 0.752 0.609
C 5.001 0.175 1.237
C 6.348 0.291 0.509
C 7.240 1.456 0.951
N 6.911 2.791 0.437
C 7.411 3.307 -0.688
N 8.083 2.543 -1.547
N 7.204 4.592 -0.978
C 2.617 0.899 1.677
O 2.857 1.091 2.834
O 1.369 0.850 1.218
H 3.305 -1.091 -0.181
H 3.692 -0.017 -1.346
H 3.870 1.741 0.164
H 4.791 -0.883 1.426
H 5.081 0.604 2.239
H 6.257 0.233 -0.580
H 6.926 -0.592 0.791
H 8.289 1.246 0.724
H 7.205 1.536 2.038
H 6.519 3.449 1.091
H 8.365 1.609 -1.297
H 8.549 2.954 -2.339
H 6.793 5.213 -0.302
H 7.661 5.024 -1.764
O 1.057 -0.345 -2.674
O 1.410 0.799 -2.984
C -2.041 -1.404 5.538
C -2.004 -1.490 4.045
C -3.127 -1.204 3.278
C -3.128 -1.262 1.889
C -4.459 -1.064 1.225
C -1.912 -1.594 1.251
As -1.584 -1.362 -0.640
N -0.870 0.425 -0.556
C -1.531 1.563 -0.363
C -2.955 1.653 -0.409
C -3.590 2.841 -0.169
C -2.848 3.991 0.132
C -1.452 3.933 0.191
C -0.798 2.753 -0.045
C -3.063 -1.624 -1.784
C -3.348 -0.779 -2.894
C -2.429 0.309 -3.362
C -4.529 -0.981 -3.576
C -5.375 -2.057 -3.289
C -6.643 -2.263 -4.039
C -4.968 -2.988 -2.325
C -3.805 -2.842 -1.602
C -3.360 -3.976 -0.725
C -0.776 -1.958 2.003
C 0.493 -2.515 1.421
C -0.843 -1.885 3.386
H -3.039 -1.166 5.900
H -1.356 -0.629 5.887
H -1.730 -2.349 5.984
H -4.050 -0.943 3.780
H -5.100 -0.456 1.861
H -4.958 -2.026 1.092
H -4.417 -0.595 0.248
H -3.527 0.771 -0.653
H -4.669 2.899 -0.211
H -3.359 4.923 0.327
H -0.892 4.823 0.441
H 0.279 2.687 0.046
H -1.444 0.255 -2.909
H -2.845 1.298 -3.160
H -2.306 0.221 -4.441
H -4.796 -0.316 -4.388
H -6.792 -1.515 -4.812
H -7.489 -2.229 -3.348
H -6.652 -3.256 -4.493
H -5.577 -3.870 -2.168
H -4.192 -4.654 -0.552
H -2.978 -3.671 0.247
H -2.576 -4.545 -1.233
H 0.614 -2.328 0.343
H 0.512 -3.602 1.536
H 1.357 -2.107 1.944
H 0.032 -2.154 3.965
```

Löwdin atomic charge list, values in e, 6 entries: number 1, Pd, carries 0.981; number 2, N, carries -0.005; number 3, C, carries -0.249; number 4, C, carries -0.135; number 5, C, carries -0.157; number 6, C, carries -0.149



No. 2
A single C4H6N2 molecule in a non-equilibrium geometry. Source: OMol25; level of theory: wB97M-V/def2-TZVPD.

Energy, eV: -7222.7014
2S+1: 1
Orbital gap, Eh: 0.3944
Maximum force, hartree/bohr: 0.0363
Energy above the lowest of the compared OMol25 structures with the same formula, charge and spin, kcal per mole: 66.6
Net charge: 0
E_HOMO, Ha: -0.365

The geometry in XYZ format:
```
12
C4H6N2 (wB97M-V/def2-TZVPD)
C -1.185 0.837 -0.003
C -0.538 -0.444 0.462
N 0.103 -1.345 -0.502
C 0.920 -0.571 0.409
C 2.530 0.557 -0.877
N 1.672 0.559 -0.059
H -0.690 1.248 -0.890
H -2.234 0.651 -0.249
H -1.140 1.599 0.782
H -1.034 -0.957 1.279
H 0.082 -0.975 -1.451
H 1.513 -1.160 1.100
```

natural (NBO) atomic charge list, values in e, 6 entries: number 1, C, carries -0.632; number 2, C, carries -0.076; number 3, N, carries -0.576; number 4, C, carries 0.055; number 5, C, carries 0.359; number 6, N, carries -0.575



No. 3
10 unconnected molecules or ions with the total composition C23H53BrF14NO19P3S in a non-equilibrium geometry. Source: OMol25; level of theory: wB97M-V/def2-TZVPD.

Energy, eV: -211896.0147
2S+1: 1
Orbital gap, Eh: 0.3498
SMILES: CCCCN[C@@](CCOCC(F)(F)C(F)(F)C(F)(F)C(F)F)(O[C@@](CC(=O)Br)(PP(=O)(O)O)C(F)(F)C(F)(F)F)[C@@H](O[C@H](F)CCOCC)P(O)(O)=S.O.O.O.O.O.O.O.O.O
Maximum force, hartree/bohr: 0.0336
Net charge: 0
E_HOMO, Ha: -0.345

The geometry in XYZ format:
```
115
C23H53BrF14NO19P3S (wB97M-V/def2-TZVPD)
C 6.312 1.087 2.169
C 5.391 1.126 0.942
C 5.219 -0.265 0.346
C 4.004 -0.454 -0.580
N 2.844 0.299 -0.113
C 1.585 0.067 -0.802
C 0.620 1.125 -0.271
C 0.654 1.271 1.242
O -0.487 2.007 1.692
C -0.318 3.392 1.703
C -1.451 4.098 0.983
F -1.586 3.625 -0.284
F -1.127 5.421 0.902
C -2.829 3.975 1.674
F -3.205 2.668 1.625
F -2.699 4.328 2.976
C -4.002 4.783 1.077
F -3.690 6.095 1.049
F -4.218 4.363 -0.188
C -5.300 4.578 1.904
F -6.360 4.840 1.109
F -5.312 5.466 2.929
O 1.856 0.132 -2.223
C 1.045 0.585 -3.282
C 1.618 -0.136 -4.533
C 3.031 0.225 -4.896
O 3.985 0.137 -4.192
Br 3.227 0.812 -6.739
P -0.765 0.017 -3.111
P -1.784 0.720 -4.902
O -1.087 0.598 -6.183
O -3.088 -0.202 -4.827
O -2.293 2.190 -4.564
C 1.041 2.131 -3.527
F -0.007 2.692 -2.865
F 0.811 2.348 -4.837
C 2.324 3.004 -3.183
F 1.934 4.185 -2.713
F 3.124 2.467 -2.277
F 3.027 3.197 -4.276
C 1.108 -1.354 -0.353
O -0.287 -1.313 -0.132
C -0.865 -2.288 0.693
F -2.219 -2.152 0.440
C -0.589 -2.074 2.157
C -1.366 -3.030 3.056
O -2.611 -2.439 3.365
C -3.767 -3.276 3.362
C -4.784 -2.806 2.327
P 1.518 -2.854 -1.393
O 0.153 -3.286 -2.071
O 2.493 -2.518 -2.599
S 2.248 -4.270 -0.266
H 5.758 0.676 3.017
H 6.642 2.082 2.459
H 7.159 0.430 1.993
H 4.443 1.537 1.279
H 5.838 1.809 0.216
H 6.110 -0.544 -0.203
H 5.127 -0.975 1.173
H 3.739 -1.511 -0.531
H 4.287 -0.199 -1.604
H 3.035 1.288 -0.192
H 0.940 2.082 -0.682
H -0.397 0.963 -0.605
H 1.567 1.775 1.559
H 0.620 0.318 1.758
H 0.600 3.725 1.222
H -0.301 3.771 2.729
H -5.375 3.567 2.302
H 0.947 -0.067 -5.383
H 1.676 -1.183 -4.231
H -0.593 -1.293 -3.569
H -3.771 0.136 -4.235
H -2.429 2.338 -3.617
H 1.636 -1.563 0.576
H -0.603 -3.308 0.396
H 0.481 -2.215 2.329
H -0.834 -1.054 2.451
H -1.504 -3.987 2.548
H -0.795 -3.175 3.975
H -4.228 -3.204 4.347
H -3.504 -4.324 3.218
H -4.905 -3.552 1.543
H -4.408 -1.902 1.853
H -5.740 -2.583 2.789
H 0.252 -3.447 -3.026
H 3.357 -2.915 -2.421
O 2.807 4.715 1.145
H 2.422 5.198 0.405
H 2.618 5.263 1.914
O -6.728 -3.783 4.803
H -7.634 -4.078 4.934
H -6.593 -3.158 5.524
O -3.343 0.447 3.482
H -2.848 1.060 2.928
H -3.052 -0.430 3.194
O 1.222 -5.101 -3.865
H 1.653 -5.720 -4.461
H 1.680 -5.236 -3.022
O -6.568 5.689 5.986
H -6.320 5.744 5.058
H -5.741 5.801 6.464
O 0.693 -7.754 -2.641
H 0.373 -7.891 -1.745
H 0.010 -7.229 -3.069
O -7.337 -4.190 7.649
H -6.862 -4.917 7.232
H -6.963 -4.125 8.533
O 8.433 -0.150 -0.163
H 9.308 -0.273 0.218
H 8.607 0.222 -1.034
O 3.661 -2.441 -7.583
H 4.502 -2.598 -7.142
H 3.900 -2.191 -8.480
```

Löwdin atomic charge list, values in e, 6 entries: number 1, C, carries -0.112; number 2, C, carries -0.258; number 3, C, carries -0.179; number 4, C, carries -0.182; number 5, N, carries 0.027; number 6, C, carries -0.408



No. 4
2 unconnected molecules or ions with the total composition C11H22FO5S. Source: OMol25; level of theory: wB97M-V/def2-TZVPD.

Energy, eV: -35553.0259
2S+1: 1
Orbital gap, Eh: 0.1591
Maximum force, hartree/bohr: 0.0076
Net charge: -1
E_HOMO, Ha: -0.077

The geometry in XYZ format:
```
40
C11H22FO5S (wB97M-V/def2-TZVPD)
C -2.825 -0.208 1.768
C -2.194 -0.575 0.412
C -0.704 -0.266 0.262
C 0.324 -1.115 1.033
C 0.028 -2.615 1.086
C -1.047 -3.106 2.052
C -0.826 -4.536 2.484
F -1.060 -2.313 3.207
C 0.798 -0.540 2.399
O 2.018 0.186 2.180
S 2.378 0.243 0.628
O 1.734 1.361 0.042
O 3.766 -0.001 0.475
O 1.581 -1.080 0.259
H -3.610 0.539 1.641
H -2.090 0.221 2.451
H -3.266 -1.068 2.274
H -2.684 0.004 -0.373
H -2.389 -1.620 0.159
H -0.440 -0.393 -0.790
H -0.536 0.787 0.485
H 0.970 -3.123 1.303
H -0.268 -2.917 0.077
H -2.036 -3.008 1.608
H 0.180 -4.668 2.884
H -1.548 -4.802 3.258
H -0.971 -5.209 1.637
H 0.051 0.117 2.840
H 1.025 -1.338 3.103
C 1.240 4.663 -4.593
C 0.671 3.840 -3.409
C 1.691 2.730 -3.056
O -0.553 3.351 -3.664
H 1.313 4.011 -5.471
H 0.552 5.478 -4.830
H 2.232 5.090 -4.384
H 0.700 4.547 -2.528
H 1.776 2.043 -3.905
H 1.326 2.178 -2.192
H 2.693 3.115 -2.812
```

natural (NBO) atomic charge list, values in e, 6 entries: number 1, C, carries -0.617; number 2, C, carries -0.407; number 3, C, carries -0.449; number 4, C, carries 0.269; number 5, C, carries -0.459; number 6, C, carries 0.210



No. 5
A molecular structure, C3H4O2S in a non-equilibrium geometry. Source: OMol25; level of theory: wB97M-V/def2-TZVPD.

Energy, eV: -18100.2208
2S+1: 1
Orbital gap, Eh: 0.2855
Maximum force, hartree/bohr: 0.1352
Energy above the lowest of the compared OMol25 structures with the same formula, charge and spin, kcal per mole: 134.8
Net charge: 0
E_HOMO, Ha: -0.354

The geometry in XYZ format:
```
10
C3H4O2S (wB97M-V/def2-TZVPD)
C -0.234 1.039 -0.508
C -0.007 -0.291 0.318
C 0.327 -1.698 0.050
H 0.405 1.667 1.183
H -1.196 0.671 -1.061
H 0.419 1.242 -1.402
H 1.296 -2.013 0.962
O -0.664 2.047 0.384
O -0.399 -0.133 1.495
S 0.055 -2.532 -1.421
```

natural (NBO) atomic charge list, values in e, 6 entries: number 1, C, carries -0.181; number 2, C, carries 0.397; number 3, C, carries -0.319; number 4, H, carries 0.457; number 5, H, carries 0.213; number 6, H, carries 0.208



No. 6
A single C14H17Cl3N2O4S molecule in a non-equilibrium geometry. Source: OMol25; level of theory: wB97M-V/def2-TZVPD.

Energy, eV: -74366.7211
2S+1: 1
Orbital gap, Eh: 0.3486
SMILES: CS(=O)(=O)N(CC(=O)NC[C@H]1CCCO1)c1cc(Cl)c(Cl)cc1Cl
Maximum force, hartree/bohr: 0.0208
Energy above the lowest of the compared OMol25 structures with the same formula, charge and spin, kcal per mole: 32.2
Net charge: 0
E_HOMO, Ha: -0.336

The geometry in XYZ format:
```
41
C14H17Cl3N2O4S (wB97M-V/def2-TZVPD)
C -0.868 -1.168 -2.766
S 0.470 -0.031 -2.353
O -0.004 1.317 -2.406
O 1.621 -0.380 -3.127
N 0.804 -0.385 -0.715
C 1.680 -1.514 -0.502
C 0.970 -2.738 0.093
O 1.545 -3.800 0.187
N -0.283 -2.520 0.529
C -1.108 -3.595 1.022
C -2.452 -3.668 0.297
C -3.445 -2.540 0.657
C -4.125 -2.209 -0.680
C -3.513 -3.238 -1.645
O -2.255 -3.568 -1.102
C 0.845 0.730 0.128
C 2.023 1.278 0.627
C 1.999 2.406 1.430
Cl 3.475 3.047 2.031
C 0.789 3.027 1.734
Cl 0.749 4.432 2.718
C -0.394 2.502 1.235
C -0.358 1.364 0.453
Cl -1.823 0.701 -0.124
H -0.775 -1.387 -3.822
H -0.774 -2.077 -2.182
H -1.804 -0.668 -2.558
H 2.508 -1.268 0.167
H 2.112 -1.804 -1.464
H -0.717 -1.624 0.358
H -1.293 -3.477 2.095
H -0.540 -4.514 0.857
H -2.915 -4.642 0.526
H -4.155 -2.880 1.408
H -2.920 -1.670 1.049
H -3.880 -1.195 -0.992
H -5.207 -2.306 -0.634
H -4.144 -4.137 -1.692
H -3.356 -2.859 -2.654
H 2.973 0.835 0.374
H -1.334 2.977 1.467
```

natural (NBO) atomic charge list, values in e, 6 entries: number 1, C, carries -0.881; number 2, S, carries 2.306; number 3, O, carries -0.932; number 4, O, carries -0.933; number 5, N, carries -0.725; number 6, C, carries -0.330



Which of these has the highest maximum force? C3H4O2S



Which value of net charge does entry 3 give? 0



Which value of 2S+1 does entry 4 give? 1



What is the 2S+1 in the first record? 5